The following is a quantum chemistry calculation of C53H121Cl8CuN7O19P3 as an isolated structure, from OMol25.

Structure (ORCA input):
```
! wB97M-V def2-TZVPD RIJCOSX def2/J DEFGRID3
* xyz 0 1
Cu 3.171 1.213 -1.547
C 0.481 3.002 -0.922
C -0.124 1.791 -0.123
C -1.164 1.220 -1.140
C -1.712 -0.219 -0.910
C -0.494 -1.109 -0.955
C 0.599 -0.641 0.041
N 0.952 0.775 -0.074
O 2.163 1.198 0.585
C 1.799 -1.547 -0.419
C 0.138 -1.099 1.515
C -0.754 2.066 1.227
H -0.207 3.798 -1.205
H 1.020 2.786 -1.845
H 1.241 3.453 -0.283
H -0.822 1.359 -2.165
H -2.076 1.796 -0.984
H -2.272 -0.553 -1.784
H -2.316 -0.254 -0.004
H -0.153 -1.354 -1.961
H -0.864 -2.081 -0.628
H 2.011 -1.429 -1.481
H 1.600 -2.586 -0.155
H 2.647 -1.240 0.193
H -0.636 -0.370 1.757
H 0.934 -0.975 2.249
H -0.458 -2.009 1.586
H -1.080 3.093 1.396
H -0.037 1.818 2.009
H -1.685 1.550 1.463
C 0.361 -5.102 2.616
O 0.913 -4.880 3.691
N 0.990 -5.574 1.551
C 0.384 -5.507 0.197
C 2.338 -6.106 1.600
H -0.676 -4.822 2.371
H 1.022 -4.972 -0.506
H -0.608 -5.055 0.194
H 0.266 -6.517 -0.197
H 3.134 -5.362 1.597
H 2.511 -6.584 2.564
H 2.712 -6.834 0.879
C -4.107 -5.163 1.569
O -3.182 -5.559 0.837
N -4.325 -3.870 1.775
C -5.300 -3.376 2.751
C -3.670 -2.797 0.991
H -4.728 -5.830 2.187
H -4.871 -2.427 3.073
H -5.434 -4.125 3.532
H -6.220 -3.120 2.226
H -4.399 -2.009 0.805
H -2.864 -2.365 1.585
H -3.306 -3.252 0.070
C 4.461 3.529 0.371
O 4.623 2.827 -0.617
N 5.013 4.742 0.484
C 4.744 5.640 1.644
C 5.896 5.381 -0.545
H 3.752 3.302 1.182
H 5.682 5.816 2.171
H 3.958 5.288 2.312
H 4.403 6.647 1.406
H 6.340 4.576 -1.132
H 5.402 6.038 -1.260
H 6.774 5.847 -0.097
C 1.803 3.308 3.528
O 1.863 4.512 3.313
N 1.589 2.771 4.734
C 1.552 1.340 4.931
C 1.543 3.484 6.029
H 1.900 2.587 2.701
H 2.515 1.182 5.415
H 1.417 0.702 4.058
H 0.726 1.013 5.563
H 0.876 2.993 6.738
H 2.533 3.292 6.443
H 1.349 4.553 6.120
C 5.776 -1.116 -1.403
O 4.712 -0.564 -1.672
N 5.957 -2.420 -1.242
C 7.270 -3.005 -1.061
C 4.798 -3.343 -1.224
H 6.679 -0.539 -1.149
H 7.292 -3.198 0.012
H 8.123 -2.371 -1.299
H 7.275 -3.949 -1.606
H 3.816 -2.875 -1.166
H 4.653 -3.888 -2.157
H 4.868 -4.025 -0.376
C 1.504 7.497 1.820
O 2.032 8.590 1.964
N 0.299 7.282 1.335
C -0.530 8.328 0.844
C -0.375 5.977 1.460
H 1.901 6.519 2.134
H -0.078 9.289 0.601
H -1.401 8.508 1.474
H -0.921 8.057 -0.136
H 0.347 5.222 1.772
H -1.198 5.901 2.169
H -0.881 5.638 0.556
Cl 0.022 8.225 -2.901
C 0.238 6.516 -2.462
C 1.315 5.933 -3.435
Cl 2.975 6.429 -3.114
H -0.715 5.989 -2.406
H 0.622 6.399 -1.449
H 1.098 6.034 -4.498
H 1.292 4.843 -3.409
Cl 5.316 0.712 3.561
C 5.396 -0.151 1.996
C 5.018 -1.622 2.308
Cl 6.215 -2.466 3.318
H 6.392 -0.044 1.567
H 4.683 0.283 1.295
H 4.986 -2.181 1.373
H 4.004 -1.714 2.697
Cl -4.560 2.809 -2.337
C -3.424 4.157 -2.119
C -3.756 5.365 -2.948
Cl -5.404 6.029 -2.486
H -2.394 3.812 -2.209
H -3.454 4.427 -1.064
H -3.744 5.077 -3.999
H -3.029 6.176 -2.931
Cl -5.152 0.796 2.367
C -4.933 2.406 1.604
C -6.137 2.740 0.725
Cl -7.450 3.298 1.694
H -3.991 2.334 1.061
H -4.729 3.096 2.423
H -6.415 1.914 0.071
H -5.827 3.558 0.074
C -2.457 -3.529 -2.931
C -2.980 -4.951 -2.876
O -2.982 -5.600 -4.130
P -1.675 -6.549 -4.564
O -0.358 -6.219 -3.992
O -2.090 -8.022 -4.094
C -2.363 -8.316 -2.751
C -3.879 -8.514 -2.539
O -1.798 -6.608 -6.208
C -2.990 -7.291 -6.772
C -2.662 -8.725 -7.083
H -1.406 -3.456 -3.209
H -2.978 -2.955 -3.697
H -2.546 -3.045 -1.958
H -2.301 -5.531 -2.251
H -3.971 -4.935 -2.422
H -1.915 -9.263 -2.452
H -2.090 -7.543 -2.033
H -3.978 -8.510 -1.454
H -4.542 -7.747 -2.941
H -4.234 -9.444 -2.983
H -3.902 -7.266 -6.177
H -3.228 -6.797 -7.714
H -3.490 -9.353 -7.411
H -2.021 -8.734 -7.964
H -2.026 -9.227 -6.353
C -1.976 2.982 4.252
C -1.996 3.121 5.740
O -1.644 1.910 6.391
P -2.965 0.974 6.716
O -4.289 1.384 6.086
O -3.102 0.819 8.379
C -3.335 2.036 9.101
C -1.889 2.655 9.489
O -2.538 -0.522 6.283
C -2.304 -0.800 4.941
C -1.800 -2.229 4.817
H -2.746 2.258 3.985
H -2.257 3.933 3.800
H -1.032 2.742 3.762
H -1.182 3.758 6.087
H -2.924 3.603 6.047
H -3.887 2.778 8.524
H -3.819 1.792 10.047
H -1.966 3.609 10.010
H -1.327 2.000 10.155
H -1.278 2.811 8.599
H -3.213 -0.653 4.357
H -1.499 -0.207 4.508
H -1.467 -2.521 3.821
H -0.864 -2.311 5.368
H -2.403 -3.021 5.260
C 4.204 -2.704 -5.107
C 3.999 -1.168 -5.287
O 2.704 -0.842 -5.746
P 1.864 0.406 -5.108
O 1.939 0.678 -3.635
O 2.286 1.632 -6.071
C 1.608 2.865 -5.872
C 0.204 2.846 -6.452
O 0.336 -0.024 -5.458
C -0.220 -1.168 -4.831
C -0.670 -2.193 -5.858
H 5.235 -2.830 -4.776
H 3.574 -3.176 -4.353
H 4.143 -3.241 -6.053
H 4.299 -0.559 -4.434
H 4.746 -0.817 -5.998
H 1.523 3.077 -4.807
H 2.267 3.629 -6.285
H -0.229 3.832 -6.621
H 0.234 2.190 -7.322
H -0.438 2.344 -5.728
H 0.524 -1.543 -4.128
H -1.052 -0.864 -4.196
H -1.185 -3.051 -5.427
H -1.409 -1.729 -6.511
H 0.146 -2.668 -6.403
*
```

Calculated values
strongest force on any atom: 3.37 eV Å⁻¹
E_HOMO: -0.219 hartree
frontier orbital gap: 6.2 eV

Löwdin atomic charge list, values in e, 6 entries: 0.40 -0.02 -0.45 -0.13 -0.16 -0.17


The following is a quantum chemistry calculation of C53H131AgF6N7O19 as an isolated structure, from OMol25.

Structure (ORCA input):
```
! wB97M-V def2-TZVPD RIJCOSX def2/J DEFGRID3
* xyz 4 2
Ag 2.541 3.694 -3.351
C 2.352 -5.726 2.701
O 2.672 -4.401 2.189
O 3.297 -6.644 2.060
C 2.052 -5.827 4.241
F 1.473 -6.976 4.625
F 3.203 -5.612 4.856
F 1.351 -4.792 4.656
C 1.759 -3.315 2.265
C 2.274 -2.314 1.238
H 3.317 -2.032 1.381
H 2.196 -2.497 0.167
H 1.700 -1.387 1.245
H 1.771 -2.819 3.235
H 0.691 -3.451 2.091
H 1.391 -5.830 2.199
C 4.943 0.791 -4.639
O 4.939 0.253 -3.295
O 3.926 1.826 -4.695
C 6.400 1.201 -5.011
F 7.100 0.046 -5.066
F 6.421 1.704 -6.249
F 7.038 2.025 -4.094
C 4.482 -1.031 -3.093
C 4.578 -1.469 -1.700
H 4.319 -2.527 -1.739
H 5.566 -1.254 -1.294
H 3.875 -1.132 -0.938
H 4.939 -1.833 -3.673
H 3.486 -1.375 -3.374
H 4.682 -0.006 -5.336
C 1.049 0.230 -1.125
C 0.375 1.684 -1.017
C 0.018 2.127 0.353
O 1.233 2.639 -1.572
H 1.878 0.093 -0.431
H 1.541 0.059 -2.083
H 0.371 -0.596 -0.910
H -0.413 1.645 -1.770
H -0.592 1.337 0.792
H -0.600 3.011 0.510
H 0.821 2.152 1.090
C -3.025 3.124 -5.455
O -2.438 3.026 -4.208
C -3.064 3.464 -3.056
C -2.396 4.846 -2.554
N -0.789 4.756 -2.459
H -0.380 4.104 -1.804
H -0.669 4.249 -3.324
C -0.040 6.123 -2.380
C -0.030 6.518 -0.861
O -1.292 6.315 -0.164
C -2.168 7.385 -0.126
H -3.441 4.100 -5.705
H -3.634 2.252 -5.692
H -2.257 2.959 -6.210
H -2.784 2.820 -2.222
H -4.154 3.486 -3.069
H -2.887 5.067 -1.606
H -2.517 5.662 -3.267
H -0.520 6.856 -3.028
H 0.924 5.918 -2.847
H 0.361 7.528 -0.741
H 0.696 5.868 -0.373
H -2.938 7.251 0.635
H -2.490 7.883 -1.041
H -1.637 8.298 0.142
C -0.812 -8.670 -2.061
O 0.582 -8.383 -2.394
C 1.676 -8.465 -1.416
C 2.105 -7.081 -0.942
N 2.238 -6.112 -2.218
H 2.889 -6.339 -2.957
H 1.303 -5.987 -2.577
C 2.432 -4.607 -1.776
C 1.451 -3.842 -2.673
O 0.103 -4.244 -2.391
C -0.391 -3.537 -1.268
H -1.054 -8.261 -1.080
H -0.858 -9.755 -1.966
H -1.524 -8.479 -2.864
H 2.460 -8.907 -2.032
H 1.389 -9.063 -0.551
H 3.132 -7.230 -0.608
H 1.444 -6.588 -0.230
H 3.381 -4.398 -2.268
H 2.376 -4.384 -0.711
H 1.419 -4.287 -3.668
H 1.510 -2.754 -2.642
H -1.402 -3.943 -1.301
H -0.434 -2.451 -1.348
H 0.122 -3.732 -0.326
C -7.753 -4.219 -2.830
O -7.221 -2.976 -2.859
C -7.776 -1.908 -2.119
C -7.364 -2.050 -0.712
N -5.855 -2.140 -0.633
H -5.585 -2.797 0.086
H -5.471 -2.334 -1.546
C -5.257 -0.715 -0.296
C -3.770 -0.829 -0.675
O -3.778 -1.047 -2.064
C -2.696 -0.651 -2.833
H -8.268 -4.478 -1.905
H -7.085 -5.032 -3.112
H -8.492 -4.024 -3.608
H -8.864 -1.866 -2.172
H -7.266 -1.031 -2.518
H -7.580 -3.031 -0.289
H -7.967 -1.432 -0.045
H -5.503 -0.320 0.690
H -5.607 0.044 -0.995
H -3.314 -1.709 -0.222
H -3.173 0.057 -0.457
H -1.908 -1.101 -2.228
H -2.675 0.435 -2.742
H -2.750 -0.983 -3.870
C -1.099 -0.758 2.381
O -1.243 -2.072 2.976
C -2.487 -2.394 3.508
C -2.738 -1.603 4.835
N -1.568 -1.665 5.849
H -0.899 -0.948 5.611
H -1.837 -1.369 6.777
C -0.640 -2.834 6.009
C -1.332 -4.243 6.389
O -2.227 -4.245 7.450
C -1.660 -3.847 8.646
H -1.577 -0.723 1.402
H -0.051 -0.597 2.126
H -1.388 0.127 2.948
H -2.503 -3.424 3.865
H -3.308 -2.192 2.821
H -3.640 -2.042 5.261
H -2.979 -0.550 4.691
H 0.130 -2.543 6.725
H -0.059 -2.817 5.087
H -0.509 -4.953 6.473
H -1.900 -4.668 5.561
H -1.442 -2.779 8.668
H -0.684 -4.299 8.825
H -2.377 -4.019 9.449
C -0.305 -2.539 -5.894
O 0.661 -1.462 -5.853
C 0.916 -0.726 -4.636
C 0.219 0.604 -4.812
N 0.969 1.316 -5.979
H 1.094 2.303 -5.804
H 1.897 0.927 -5.903
C 0.374 1.222 -7.425
C 1.093 2.164 -8.382
O 2.507 1.979 -8.245
C 3.448 3.096 -7.972
H -0.816 -2.408 -6.847
H -0.928 -2.583 -5.001
H 0.245 -3.480 -5.922
H 1.989 -0.726 -4.448
H 0.487 -1.241 -3.777
H 0.528 1.245 -3.987
H -0.861 0.736 -4.887
H -0.638 1.610 -7.304
H 0.421 0.183 -7.750
H 0.742 3.183 -8.223
H 0.881 1.940 -9.427
H 4.414 2.596 -8.043
H 3.519 3.408 -6.930
H 3.415 3.763 -8.833
C 2.637 4.713 3.887
O 3.279 5.447 2.856
C 3.049 4.998 1.534
C 3.921 3.672 1.385
N 3.723 3.186 -0.056
H 2.765 3.120 -0.370
H 4.129 3.943 -0.586
C 4.280 1.791 -0.380
C 5.785 1.951 -0.619
O 6.481 2.557 0.336
C 7.827 2.430 0.119
H 2.667 3.624 3.856
H 1.584 4.992 3.853
H 3.071 4.955 4.857
H 3.371 5.717 0.781
H 1.996 4.794 1.342
H 3.584 2.867 2.038
H 4.981 3.886 1.519
H 3.745 1.470 -1.274
H 4.051 1.088 0.421
H 6.036 2.610 -1.451
H 6.223 0.969 -0.796
H 8.552 2.906 0.779
H 8.160 2.394 -0.918
H 8.018 1.357 0.135
C -4.695 3.429 9.603
O -3.550 3.662 8.746
C -2.232 3.361 9.323
C -1.104 3.127 8.251
N -1.544 2.110 7.121
H -0.732 1.750 6.640
H -1.937 1.252 7.481
C -2.455 2.543 5.952
C -2.161 4.011 5.448
O -0.905 4.163 4.737
C -0.924 3.468 3.452
H -4.704 4.242 10.329
H -4.582 2.482 10.131
H -5.601 3.244 9.028
H -2.114 2.472 9.943
H -2.006 4.180 10.005
H -0.254 2.601 8.685
H -0.611 4.026 7.881
H -3.502 2.341 6.178
H -2.207 1.681 5.333
H -2.038 4.594 6.360
H -3.064 4.344 4.936
H -0.631 2.421 3.539
H -0.130 3.853 2.812
H -1.892 3.650 2.987
*
```

Calculated values
strongest force on any atom: 5.47 eV Å⁻¹
E_HOMO (alpha / beta): -0.437 / -0.454 hartree
frontier orbital gap (alpha / beta): 2.4 / 2.9 eV

Löwdin atomic charge list, values in e, 6 entries: 0.45 -0.40 -0.10 -0.26 -0.60 0.16